i | Here is 2 unconnected molecules or ions with the total composition C3H11N2 from the OMol25 dataset. Energies are from ωB97M-V/def2-TZVPD.

ORCA input file:
```
! wB97M-V def2-TZVPD RIJCOSX def2/J DEFGRID3
* xyz 1 1
C -1.479 -0.106 0.791
C -0.992 -1.381 1.494
H -1.382 -0.310 -0.295
H -2.488 0.132 0.933
H -0.874 0.771 1.044
H -1.652 -1.403 2.355
H 0.107 -1.276 1.820
H -0.998 -2.321 0.978
N 1.068 -0.245 -0.552
C 0.788 0.815 -1.277
N 1.665 1.806 -1.365
H 1.953 -0.768 -0.682
H 0.387 -0.935 -0.364
H -0.159 0.928 -1.868
H 1.501 2.511 -2.141
H 2.555 1.782 -0.869
*
```

Results
**Orbital gap**: 10.87 eV
**HOMO level**: -15.34 eV



ii | Here is 2 unconnected molecules or ions with the total composition C3H11N2 from the OMol25 dataset. Energies are from ωB97M-V/def2-TZVPD.

ORCA input file:
```
! wB97M-V def2-TZVPD RIJCOSX def2/J DEFGRID3
* xyz 1 1
C 0.736 2.181 1.007
N -0.016 1.681 -0.217
H 1.332 1.376 1.419
H 1.411 2.984 0.745
H 0.025 2.584 1.716
H -0.933 2.119 -0.166
H -0.175 0.606 -0.180
H 0.442 2.076 -1.012
C 0.893 -1.657 -0.220
C -1.446 -1.644 -0.236
N -0.401 -0.987 -0.520
H 1.022 -1.824 0.849
H 1.668 -0.974 -0.565
H 0.972 -2.568 -0.802
H -2.406 -1.255 -0.570
H -1.445 -2.580 0.322
*
```

Results
**Orbital gap**: 11.27 eV
**HOMO level**: -14.51 eV



iii | Here is 2 unconnected molecules or ions with the total composition C3H11N2 from the OMol25 dataset. Energies are from ωB97M-V/def2-TZVPD.

ORCA input file:
```
! wB97M-V def2-TZVPD RIJCOSX def2/J DEFGRID3
* xyz 1 1
C -2.015 -0.777 0.769
N -0.902 -1.347 -0.053
H -2.701 -0.203 0.148
H -1.589 -0.024 1.432
H -2.544 -1.545 1.322
H -1.303 -1.826 -0.858
H -0.195 -0.531 -0.203
H -0.481 -2.102 0.488
C 1.535 0.676 -1.362
C 1.348 1.372 0.894
N 0.862 0.692 -0.059
H 1.649 1.684 -1.768
H 2.553 0.296 -1.252
H 0.966 0.027 -2.022
H 0.777 1.408 1.819
H 2.038 2.199 0.703
*
```

Results
**Orbital gap**: 11.51 eV
**HOMO level**: -14.70 eV



Most stable structure, least stable structure: i, ii.



i | Here is a gas-phase ion, C3H11N2 (charge +1) from the OMol25 dataset. Energies are from ωB97M-V/def2-TZVPD.

ORCA input file:
```
! wB97M-V def2-TZVPD RIJCOSX def2/J DEFGRID3
* xyz 1 1
C -0.051 -0.001 -1.382
N 1.090 -0.913 -1.347
C 0.048 0.917 -0.196
N 0.051 0.029 1.040
C -1.196 0.073 1.823
H -0.158 0.550 -2.324
H -0.969 -0.588 -1.356
H 1.942 -0.421 -1.589
H 0.981 -1.676 -2.008
H 0.974 1.481 -0.169
H -0.832 1.533 -0.155
H 0.896 0.215 1.581
H 0.216 -0.923 0.700
H -1.159 -0.619 2.660
H -1.350 1.012 2.346
H -2.028 -0.151 1.171
*
```

Results
**Orbital gap**: 11.12 eV
**Structure (SMILES)**: C[NH2+]CCN
**HOMO level**: -14.25 eV



ii | Here is 2 unconnected molecules or ions with the total composition C3H11N2 from the OMol25 dataset. Energies are from ωB97M-V/def2-TZVPD.

ORCA input file:
```
! wB97M-V def2-TZVPD RIJCOSX def2/J DEFGRID3
* xyz 1 1
C 0.508 1.617 -2.763
N 1.345 0.750 -2.193
H 0.783 2.627 -2.985
H -0.517 1.462 -2.546
H 0.063 -1.055 -0.165
H 2.205 0.860 -2.719
C -0.989 0.425 0.962
N -0.551 -1.041 0.632
C 0.275 -1.544 1.839
H -0.028 1.096 0.742
H -1.268 0.648 1.974
H -1.964 0.689 0.480
H -1.379 -1.678 0.415
H 0.672 -2.458 1.468
H 1.171 -0.829 2.039
H -0.326 -1.568 2.818
*
```

Results
**Orbital gap**: 10.12 eV
**HOMO level**: -13.47 eV



iii | Here is a gas-phase ion, C3H11N2 (charge +1) from the OMol25 dataset. Energies are from ωB97M-V/def2-TZVPD.

ORCA input file:
```
! wB97M-V def2-TZVPD RIJCOSX def2/J DEFGRID3
* xyz 1 1
N -0.240 0.619 -1.596
C 0.309 0.316 -0.193
C 1.767 0.043 -0.118
C -0.546 -0.847 0.494
N -1.350 -0.108 1.528
H -0.871 1.323 -1.544
H -0.571 -0.176 -2.019
H 0.496 0.922 -2.365
H 0.090 1.241 0.349
H 2.065 -0.956 -0.541
H 1.966 -0.215 0.929
H 2.603 0.665 -0.428
H -1.146 -1.367 -0.226
H 0.201 -1.577 0.970
H -2.090 -0.726 1.907
H -0.798 0.214 2.345
*
```

Results
**Orbital gap**: 9.97 eV
**Structure (SMILES)**: C[C@@H]([NH3+])CN
**HOMO level**: -13.62 eV



Most stable structure, least stable structure: i, ii.



i | Here is a molecular structure, CH2IPS from the OMol25 dataset. Energies are from ωB97M-V/def2-TZVPD.

ORCA input file:
```
! wB97M-V def2-TZVPD RIJCOSX def2/J DEFGRID3
* xyz 0 1
C -1.755 -1.092 0.024
P -0.140 -0.335 -0.791
S -3.127 -0.369 0.330
I -1.546 -3.230 0.433
H -0.477 0.999 -0.629
H 0.594 -0.493 0.338
*
```

Results
**Orbital gap**: 8.06 eV
**HOMO level**: -8.81 eV



ii | Here is 2 unconnected molecules or ions with the total composition CH2IPS from the OMol25 dataset. Energies are from ωB97M-V/def2-TZVPD.

ORCA input file:
```
! wB97M-V def2-TZVPD RIJCOSX def2/J DEFGRID3
* xyz 0 1
C 4.451 -1.230 0.213
P 0.505 0.544 0.380
S 2.855 -1.111 0.111
I 5.912 0.186 -0.138
H -0.307 0.809 -0.714
H -0.002 -0.754 0.528
*
```

Results
**Orbital gap (spin up / spin down)**: 7.17 / 7.02 eV
**HOMO level (spin up / spin down)**: -8.64 / -8.27 eV



Most stable structure, least stable structure: i, ii.



i | Here is 2 unconnected molecules or ions with the total composition C5H4F2 from the OMol25 dataset. Energies are from ωB97M-V/def2-TZVPD.

ORCA input file:
```
! wB97M-V def2-TZVPD RIJCOSX def2/J DEFGRID3
* xyz 0 1
C 1.071 1.173 0.406
C 0.599 0.205 1.114
C -1.852 -0.372 -0.636
C -2.233 -1.462 -0.614
C 0.230 -0.765 1.852
F 0.775 -1.965 1.896
F -0.818 -0.640 2.725
H 1.847 1.814 0.833
H -1.243 0.486 -0.430
H 0.763 1.318 -0.659
H -2.840 -2.193 -0.929
*
```

Results
**Orbital gap**: 10.72 eV
**Structure (SMILES)**: C=C=C(F)F.C#C
**HOMO level**: -9.84 eV



ii | Here is a single C5H4F2 molecule from the OMol25 dataset. Energies are from ωB97M-V/def2-TZVPD.

ORCA input file:
```
! wB97M-V def2-TZVPD RIJCOSX def2/J DEFGRID3
* xyz 0 1
C 0.954 0.170 0.643
C 0.674 0.848 -0.634
C -0.463 0.300 -1.189
C -1.240 -0.631 -0.243
C -0.356 -0.729 0.824
H 1.788 -0.485 0.498
H 1.575 1.254 -1.295
H -0.687 0.220 -2.255
H -2.311 -1.048 -0.364
F 0.876 0.955 1.833
F -0.809 -0.854 2.182
*
```

Results
**Orbital gap**: 9.23 eV
**Structure (SMILES)**: FC1=CC=C[C@H]1F
**HOMO level**: -9.25 eV



iii | Here is a single C5H4F2 molecule from the OMol25 dataset. Energies are from ωB97M-V/def2-TZVPD.

ORCA input file:
```
! wB97M-V def2-TZVPD RIJCOSX def2/J DEFGRID3
* xyz 0 1
C -0.486 0.839 -0.442
C 0.327 -0.130 -1.077
C 0.724 -1.132 -0.150
C 0.341 -0.669 1.112
C -0.289 0.500 1.010
H 0.789 -0.052 -2.158
H 1.044 -2.084 -0.639
H 0.479 -1.215 2.087
H -0.946 1.080 1.816
F -0.147 2.125 -0.818
F -1.834 0.738 -0.741
*
```

Results
**Orbital gap**: 8.40 eV
**Structure (SMILES)**: FC1(F)C=CC=C1
**HOMO level**: -8.91 eV



Most stable structure, least stable structure: iii, i.



i | Here is a single C6H11N molecule from the OMol25 dataset. Energies are from ωB97M-V/def2-TZVPD.

ORCA input file:
```
! wB97M-V def2-TZVPD RIJCOSX def2/J DEFGRID3
* xyz 0 1
C 2.132 0.136 0.089
C 0.860 -0.716 0.020
C -0.492 0.042 0.113
C -1.666 -0.934 0.334
C -0.797 0.894 -1.132
C -0.397 0.926 1.294
N -0.254 1.593 2.228
H 2.209 0.855 -0.735
H 3.010 -0.517 0.036
H 2.195 0.693 1.030
H 0.891 -1.438 0.846
H 0.860 -1.300 -0.910
H -1.537 -1.531 1.241
H -2.608 -0.380 0.425
H -1.760 -1.614 -0.521
H -1.775 1.376 -1.030
H -0.051 1.677 -1.295
H -0.832 0.252 -2.021
*
```

Results
**Orbital gap**: 12.17 eV
**Structure (SMILES)**: CCC(C)(C)C#N
**HOMO level**: -11.38 eV



ii | Here is 2 unconnected molecules or ions with the total composition C6H11N from the OMol25 dataset. Energies are from ωB97M-V/def2-TZVPD.

ORCA input file:
```
! wB97M-V def2-TZVPD RIJCOSX def2/J DEFGRID3
* xyz 0 1
C 2.126 -0.017 0.022
C 0.969 -0.989 0.226
C -0.386 -0.359 0.442
C -1.569 -1.293 0.466
C -0.922 1.761 -1.243
C -0.501 0.872 1.039
N -0.684 2.039 1.169
H 2.000 0.559 -0.901
H 3.074 -0.559 -0.051
H 2.204 0.691 0.854
H 1.186 -1.643 1.086
H 0.890 -1.663 -0.638
H -1.485 -2.013 1.292
H -2.515 -0.758 0.584
H -1.609 -1.873 -0.463
H -1.757 1.312 -0.745
H 0.102 1.673 -0.945
H -1.122 2.259 -2.193
*
```

Results
**Orbital gap (spin up / spin down)**: 7.90 / 8.74 eV
**HOMO level (spin up / spin down)**: -8.51 / -8.45 eV



Most stable structure, least stable structure: i, ii.



i | Here is a single C6H11N molecule from the OMol25 dataset. Energies are from ωB97M-V/def2-TZVPD.

ORCA input file:
```
! wB97M-V def2-TZVPD RIJCOSX def2/J DEFGRID3
* xyz 0 1
C 2.861 0.446 1.025
C 1.629 0.132 0.615
N 0.766 -0.749 1.274
C -0.669 -0.758 1.012
C -1.883 0.828 -2.352
C -1.594 0.580 -0.876
C -0.998 -0.526 -0.452
H 3.206 0.276 2.034
H 3.447 0.972 0.281
H 1.210 0.718 -0.207
H 1.184 -1.660 1.287
H -1.208 -0.106 1.703
H -1.034 -1.770 1.222
H -2.581 0.103 -2.767
H -0.980 0.527 -2.908
H -2.186 1.840 -2.590
H -1.694 1.420 -0.203
H -0.628 -1.341 -1.067
*
```

Results
**Orbital gap**: 9.23 eV
**Structure (SMILES)**: C=CNC/C=C/C
**HOMO level**: -8.11 eV



ii | Here is a single C6H11N molecule from the OMol25 dataset. Energies are from ωB97M-V/def2-TZVPD.

ORCA input file:
```
! wB97M-V def2-TZVPD RIJCOSX def2/J DEFGRID3
* xyz 0 1
C 0.046 -0.625 2.270
N 0.597 0.156 1.143
C -0.213 0.000 -0.032
C -0.186 1.068 -0.868
C 1.000 1.997 -1.035
C -1.325 -1.847 -1.239
C -0.345 -1.409 -0.455
H 0.769 -0.511 3.073
H 0.065 -1.681 1.994
H -1.010 -0.426 2.460
H 0.506 1.123 1.421
H -0.986 1.335 -1.554
H 1.891 1.436 -1.318
H 1.151 2.695 -0.214
H 0.836 2.605 -1.928
H -1.416 -2.847 -1.628
H -1.965 -1.096 -1.691
H 0.584 -1.971 -0.400
*
```

Results
**Orbital gap**: 8.37 eV
**Structure (SMILES)**: C=C/C(=C/C)NC
**HOMO level**: -7.44 eV



Most stable structure, least stable structure: i, ii.